The following is a DFT calculation (wB97M-V/def2-TZVPD) of a molecular structure, C61H63As2FN8O3TeTi at a distorted geometry.

Calculated values
ΔE to the lowest compared entry with this formula, charge and spin = 125.6 kJ/mol
2S+1 = 3
net charge = +2
LUMO (alpha / beta) = -0.15207 / -0.15280 hartree
orbital gap (alpha / beta) = 0.1807 / 0.2642 hartree
expectation value of S² = 2.0345
HOMO level (alpha / beta) = -9.1 / -11.3 eV

Last column: Löwdin spin population.
Atoms and positions in Å:
Ti  0.065  -0.641  0.242  0.94
C  3.203  -0.078  -0.711  0.00
N  2.325  0.683  0.186  0.00
C  2.716  0.686  1.598  0.00
C  2.616  -0.740  2.010  0.00
N  1.664  -1.507  1.508  0.00
C  2.147  -2.813  1.621  0.00
C  1.676  -4.003  1.082  0.00
C  2.428  -5.145  1.276  0.00
C  3.619  -5.121  2.010  0.00
C  4.120  -3.942  2.527  0.00
C  3.378  -2.792  2.292  0.00
N  3.652  -1.456  2.498  0.00
C  2.489  -1.199  -1.423  0.00
N  1.369  -1.766  -1.045  0.01
C  1.063  -2.710  -2.020  0.01
C  -0.014  -3.584  -2.133  0.00
C  -0.039  -4.427  -3.226  0.00
C  0.966  -4.400  -4.201  0.00
C  2.035  -3.531  -4.108  0.00
C  2.067  -2.697  -2.998  0.00
N  2.957  -1.724  -2.581  0.00
H  3.633  0.579  -1.470  0.00
H  4.043  -0.502  -0.150  0.00
H  2.203  1.628  -0.151  0.00
H  3.736  1.047  1.778  0.00
H  2.021  1.329  2.139  0.00
H  0.769  -4.023  0.504  0.00
H  2.088  -6.076  0.843  0.00
H  4.167  -6.041  2.159  0.00
H  5.060  -3.908  3.061  0.00
H  4.432  -1.083  3.015  0.00
H  -0.793  -3.623  -1.389  0.00
H  -0.859  -5.124  -3.339  0.00
H  0.904  -5.073  -5.045  0.00
H  2.804  -3.492  -4.869  0.00
H  3.781  -1.427  -3.076  0.00
C  -0.744  -1.506  4.533  0.00
C  -0.589  -2.748  3.650  0.00
As  -1.570  -2.470  1.946  0.00
C  -1.735  -4.314  1.281  0.00
C  -1.127  -5.426  1.853  0.00
C  -1.348  -6.694  1.335  0.00
C  -2.186  -6.866  0.242  0.00
C  -2.810  -5.766  -0.327  0.00
C  -2.585  -4.500  0.193  0.00
C  -3.323  -2.552  2.883  0.00
C  -4.060  -1.399  3.128  0.00
C  -5.197  -1.445  3.923  0.00
C  -5.615  -2.646  4.472  0.00
C  -4.888  -3.803  4.226  0.00
C  -3.745  -3.756  3.444  0.00
As  -0.053  0.168  3.708  0.00
C  -1.316  1.320  4.670  0.00
C  -1.137  1.798  5.965  0.00
C  -2.140  2.529  6.586  0.00
C  -3.341  2.764  5.933  0.00
C  -3.532  2.286  4.645  0.00
C  -2.516  1.583  4.015  0.00
C  1.537  0.413  4.837  0.00
C  2.284  -0.654  5.328  0.00
C  3.451  -0.432  6.048  0.00
C  3.892  0.864  6.276  0.00
C  3.171  1.937  5.770  0.00
C  2.009  1.710  5.049  0.00
H  -0.255  -1.646  5.498  0.00
H  -1.801  -1.337  4.738  0.00
H  -1.020  -3.613  4.157  0.00
H  0.463  -2.959  3.460  0.00
H  -0.470  -5.309  2.706  0.00
H  -0.873  -7.552  1.794  0.00
H  -2.359  -7.856  -0.158  0.00
H  -3.478  -5.892  -1.170  0.00
H  -3.081  -3.636  -0.241  0.00
H  -3.750  -0.457  2.699  0.00
H  -5.752  -0.537  4.118  0.00
H  -6.501  -2.685  5.092  0.00
H  -5.203  -4.748  4.649  0.00
H  -3.188  -4.666  3.278  0.00
H  -0.214  1.603  6.497  0.00
H  -1.983  2.913  7.585  0.00
H  -4.123  3.326  6.427  0.00
H  -4.465  2.467  4.126  0.00
H  -2.650  1.265  2.990  0.00
H  1.956  -1.676  5.168  0.00
H  4.007  -1.269  6.452  0.00
H  4.794  1.039  6.848  0.00
H  3.504  2.951  5.953  0.00
H  1.437  2.547  4.660  0.00
F  2.993  1.836  -5.181  -0.01
C  2.047  2.499  -4.461  0.02
C  1.474  1.785  -3.426  0.13
C  0.458  2.346  -2.636  0.02
C  -0.135  1.636  -1.558  0.21
O  0.215  0.389  -1.311  0.07
C  -1.137  2.306  -0.798  0.02
C  -1.571  3.536  -1.177  0.14
N  -1.034  4.208  -2.242  0.08
C  -1.637  5.445  -2.665  0.01
C  -3.127  5.522  -2.778  0.00
C  -2.290  5.487  -4.018  0.00
C  0.035  3.665  -2.948  0.02
C  0.678  4.375  -3.946  0.04
C  1.691  3.806  -4.753  0.12
N  2.270  4.622  -5.775  0.03
C  3.386  4.095  -6.560  0.00
C  3.935  5.234  -7.446  0.00
N  3.456  6.513  -6.846  0.00
C  1.994  6.645  -7.106  0.00
C  1.338  5.319  -6.662  0.01
C  -1.810  1.619  0.337  0.00
O  -2.873  2.025  0.766  0.01
O  -1.200  0.558  0.821  0.03
H  1.768  0.757  -3.268  0.01
H  -2.369  4.026  -0.640  0.01
H  -1.115  6.330  -2.316  0.00
H  -3.599  6.454  -2.500  0.00
H  -3.708  4.644  -2.532  0.00
H  -2.201  6.386  -4.613  0.00
H  -2.290  4.569  -4.591  0.00
H  0.389  5.401  -4.114  0.00
H  3.093  3.253  -7.194  0.00
H  4.160  3.752  -5.879  0.00
H  3.556  5.180  -8.465  0.00
H  5.021  5.217  -7.484  0.00
H  3.978  7.326  -7.166  0.00
H  3.556  6.405  -5.831  0.00
H  1.846  6.822  -8.169  0.00
H  1.615  7.500  -6.550  0.00
H  1.095  4.700  -7.535  0.00
H  0.408  5.523  -6.144  0.00
C  -3.528  -2.205  -2.882  0.00
Te  -2.497  -0.823  -1.567  0.01
C  -4.167  -0.845  -0.215  0.00
H  -4.446  -1.735  -3.226  0.00
H  -3.770  -3.138  -2.376  0.00
H  -2.890  -2.416  -3.738  0.00
H  -5.081  -0.953  -0.793  0.00
H  -4.183  0.099  0.323  0.00
H  -4.074  -1.671  0.484  0.00

***

The following is a DFT calculation (wB97M-V/def2-TZVPD) of a molecular structure, C43H35HgIN9Te.

Calculated values
ΔE to the lowest compared entry with this formula, charge and spin = 11.2 kJ/mol
2S+1 = 2
net charge = 0
LUMO (alpha / beta) = -0.01158 / -0.01195 hartree
orbital gap (alpha / beta) = 0.1849 / 0.2163 hartree
expectation value of S² = 0.7774
HOMO level (alpha / beta) = -5.3 / -6.2 eV

Last column: Löwdin spin population.
Atoms and positions in Å:
Hg  0.899  0.036  0.477  0.02
C  1.376  2.507  -4.505  0.00
C  0.184  2.885  -3.895  0.00
C  0.032  2.805  -2.519  0.00
C  1.070  2.325  -1.698  0.00
C  2.266  1.950  -2.332  0.00
C  2.417  2.046  -3.707  0.00
N  0.956  2.135  -0.328  0.02
C  0.344  3.048  0.500  0.05
C  0.131  4.393  0.159  0.00
C  -0.430  5.292  1.052  0.07
C  -0.802  4.894  2.332  0.00
C  -0.592  3.582  2.715  0.07
C  -0.030  2.656  1.831  0.00
N  0.207  1.345  2.172  0.31
N  -0.018  0.909  3.387  0.18
C  0.410  -0.374  3.582  0.05
C  0.164  -0.958  4.852  0.03
C  0.629  -2.212  5.128  0.02
C  1.348  -2.919  4.144  0.06
C  1.520  -2.309  2.927  0.01
N  1.074  -1.080  2.633  0.07
H  1.496  2.591  -5.578  0.00
H  -0.635  3.259  -4.499  0.00
H  -0.890  3.139  -2.057  0.00
H  3.085  1.615  -1.704  0.00
H  3.364  1.771  -4.160  0.00
H  0.438  4.741  -0.819  0.00
H  -0.567  6.322  0.742  0.01
H  -1.239  5.602  3.025  0.00
H  -0.856  3.235  3.705  0.01
H  -0.389  -0.372  5.575  0.00
H  0.444  -2.661  6.096  0.00
H  1.733  -3.914  4.322  0.00
H  2.044  -2.822  2.124  0.00
C  -1.379  -1.594  -3.462  0.00
C  -0.426  -0.963  -4.241  0.00
C  0.869  -0.858  -3.760  0.00
C  1.155  -1.398  -2.514  0.00
N  0.235  -1.967  -1.741  0.00
C  -1.011  -2.051  -2.208  0.00
C  2.549  -1.379  -1.989  0.00
C  3.616  -1.699  -2.818  0.00
C  4.896  -1.686  -2.289  0.00
C  5.070  -1.348  -0.960  0.00
C  3.956  -1.027  -0.196  0.00
N  2.721  -1.059  -0.708  0.00
C  4.099  -0.574  1.216  0.00
C  4.890  -1.257  2.130  0.00
C  4.926  -0.786  3.434  0.00
C  4.189  0.339  3.766  0.00
C  3.435  0.955  2.777  0.00
N  3.394  0.507  1.527  0.00
H  -2.397  -1.720  -3.806  0.00
H  -0.684  -0.548  -5.207  0.00
H  1.631  -0.332  -4.316  0.00
H  -1.739  -2.502  -1.543  0.00
H  3.437  -1.966  -3.850  0.00
H  5.747  -1.931  -2.911  0.00
H  6.054  -1.298  -0.513  0.00
H  5.430  -2.149  1.839  0.00
H  5.511  -1.301  4.185  0.00
H  4.184  0.730  4.774  0.00
H  2.822  1.824  2.991  0.00
C  -3.417  1.085  -2.267  0.00
Te  -2.226  0.950  -0.494  0.01
C  -3.780  -0.375  0.137  0.00
C  -5.000  0.024  -0.653  0.00
C  -6.286  -0.305  -0.238  0.00
C  -7.390  0.079  -0.986  0.00
C  -7.213  0.795  -2.161  0.00
C  -5.933  1.125  -2.583  0.00
C  -4.823  0.745  -1.837  0.00
H  -3.047  0.374  -3.005  0.00
H  -3.342  2.086  -2.689  0.00
H  -3.931  -0.280  1.211  0.00
H  -3.468  -1.397  -0.075  0.00
H  -6.422  -0.855  0.687  0.00
H  -8.387  -0.171  -0.645  0.00
H  -8.072  1.109  -2.742  0.00
H  -5.793  1.695  -3.495  0.00
I  -1.796  -5.381  4.142  0.00
C  -1.374  -4.155  2.551  0.00
C  -0.521  -4.415  1.506  0.00
N  -0.528  -3.312  0.734  0.00
N  -1.325  -2.348  1.212  0.00
C  -1.852  -2.851  2.316  0.00
H  0.079  -5.279  1.274  0.00
H  0.016  -3.102  -0.098  0.00
H  -2.535  -2.267  2.913  0.00